DFT (the ωB97M-V functional and the def2-TZVPD basis) results for one molecule with the formula C8N4OS2 in a non-equilibrium geometry.

## Properties
- energy relative to the best compared isomer or geometry (same formula, charge and spin) (eV) = 0.000
- frontier orbital gap (eV) = 8.3
- LUMO level (eV) = -2.542

The geometry in XYZ format:
```
15
C8N4OS2, DFT the ωB97M-V functional and the def2-TZVPD basis
N 1.10 1.81 2.53
N 3.27 -0.20 -0.29
C -1.51 0.25 0.52
C -0.01 -1.00 -1.12
C -0.46 1.10 0.69
S 0.41 1.79 -0.90
N 0.80 -3.39 -1.64
S -1.77 -0.76 -0.92
N -2.59 -0.45 2.70
C 0.26 1.52 1.80
C -2.32 -0.14 1.64
C 0.84 0.02 -0.94
O -0.60 1.86 -1.97
C 2.20 -0.07 -0.69
C 0.38 -2.34 -1.41
```

DFT (the ωB97M-V functional and the def2-TZVPD basis) results for C33H26N3O12P3PdS3 as an isolated structure in a non-equilibrium geometry.

## Properties
- charge = -2
- energy relative to the best compared isomer or geometry (same formula, charge and spin) (eV) = 2.824
- frontier orbital gap (spin up / spin down) (eV) = 5.8 / 5.8
- LUMO level (spin up / spin down) (eV) = 3.051 / 3.051

The geometry in XYZ format:
```
81
C33H26N3O12P3PdS3, DFT the ωB97M-V functional and the def2-TZVPD basis
C -0.41 -4.56 -1.06
H 3.14 -6.08 -1.13
C -6.08 0.21 -2.49
N -5.28 0.62 -1.42
S -7.01 2.28 -0.15
C -6.18 -0.76 -4.70
C 1.06 -6.49 -0.96
Pd -0.05 0.41 -1.31
H 5.34 -2.81 1.10
H 2.04 6.13 3.33
C 3.53 4.83 0.59
H 1.16 -7.56 -0.85
O 1.42 -1.54 -0.79
S -1.84 -0.11 0.16
C 0.69 -3.74 -1.21
H 4.73 1.39 1.66
H 0.84 1.00 7.54
C -3.33 0.46 -0.39
O 3.40 1.23 -3.59
H 2.91 -3.19 1.30
C 2.52 1.31 4.63
H -7.99 0.65 -1.61
C 0.16 1.16 4.23
H -4.36 -0.41 -3.59
C -7.56 -0.66 -4.69
C 1.45 1.29 3.74
H 3.55 6.77 1.49
C 2.46 -1.11 1.58
C 5.18 -0.69 1.38
C 1.91 4.09 2.69
H -0.66 1.15 3.52
O 0.43 1.18 1.21
N -4.03 0.10 -1.39
S -4.24 1.59 0.68
O 1.21 0.05 -3.25
N -1.33 -6.80 -0.73
C 2.97 0.18 1.64
O 2.43 1.19 -1.24
C 2.30 1.20 5.99
C 2.15 -5.66 -1.11
H -8.14 -0.99 -5.55
H -9.28 -0.10 -3.53
H 2.82 -3.63 -1.34
H -1.07 0.98 5.98
H -5.66 -1.18 -5.55
H 3.52 1.41 4.24
C -8.20 -0.16 -3.57
P 1.68 1.44 1.93
O -0.52 -1.77 -1.80
C -7.47 0.27 -2.47
P -0.14 2.92 -2.65
C 4.67 -1.97 1.27
C 2.35 5.39 2.60
C 0.52 -2.25 -1.29
C 4.34 0.39 1.57
C 1.01 1.08 6.48
C 3.31 -2.19 1.38
C 2.30 3.14 1.76
H 3.14 1.22 6.68
C -5.61 1.45 -0.40
H 6.25 -0.53 1.31
H -0.88 1.71 -4.33
H 4.16 5.12 -0.24
C -5.44 -0.33 -3.61
C -0.06 1.06 5.60
H 3.30 2.79 -0.09
O -2.47 -6.33 -0.73
O -1.04 1.76 -3.39
C -0.23 -5.94 -0.92
H 3.12 1.05 -4.49
H -1.40 -4.13 -1.03
C 3.09 3.52 0.67
O -0.29 2.58 -1.19
H 1.24 3.79 3.50
O -1.11 -8.02 -0.59
P 2.06 1.14 -2.67
C 1.98 -4.29 -1.23
O -0.45 4.25 -3.18
C 3.18 5.75 1.55
H 1.39 -1.25 1.66
O 1.38 2.56 -3.14
```

DFT (the ωB97M-V functional and the def2-TZVPD basis) results for a 2-piece molecular cluster, C4H15N3O overall in a non-equilibrium geometry.

## Properties
- SMILES string = NCC[C@@H](N)CN.O
- energy relative to the best compared isomer or geometry (same formula, charge and spin) (eV) = 1.075
- frontier orbital gap (eV) = 9.3
- LUMO level (eV) = 0.730

The geometry in XYZ format:
```
23
C4H15N3O, DFT the ωB97M-V functional and the def2-TZVPD basis
H -0.52 2.17 1.56
N 2.63 0.77 0.29
H 2.53 1.78 0.22
H 1.32 -0.51 1.47
N 0.35 -0.62 1.16
H 3.62 0.64 0.29
H 1.90 0.71 -1.72
H -0.12 -1.79 -1.26
H -2.52 -1.70 -1.28
C -1.98 -1.05 -0.55
H -3.06 0.77 -0.80
H 0.44 -1.62 0.91
C -0.57 -0.79 -1.10
H -2.23 0.65 0.60
N -2.72 0.13 -0.10
H -0.38 0.78 2.11
H -0.67 -0.45 -2.14
H 2.34 -0.89 -1.14
C 1.88 0.13 -0.78
C 0.44 -0.02 -0.20
H -1.84 -1.65 0.37
H 0.19 1.03 0.02
O -1.03 1.53 2.08
```

DFT (the ωB97M-V functional and the def2-TZVPD basis) results for a 10-piece molecular cluster, C32H76N8O12 overall in a non-equilibrium geometry.

## Properties
- SMILES string = CNC(C)=O.CNC(C)=O.CNC(C)=O.CNC(C)=O.CNC(C)=O.CNC(C)=O.CNC(C)=O.CNC(C)=O.COCCOC.COCCOC
- energy relative to the best compared isomer or geometry (same formula, charge and spin) (eV) = 5.109
- frontier orbital gap (eV) = 9.7
- LUMO level (eV) = 0.394

The geometry in XYZ format:
```
128
C32H76N8O12, DFT the ωB97M-V functional and the def2-TZVPD basis
H -6.99 0.24 7.10
H -1.01 5.70 -7.55
C 9.72 -4.00 4.05
H 5.79 7.15 1.32
C 1.22 4.34 12.75
H 1.86 3.47 12.58
H 0.55 -3.50 -7.27
C -5.98 6.60 0.96
H 5.81 -2.15 3.21
H 0.82 -6.74 -9.59
H 1.91 -4.32 -6.86
O 4.24 7.85 0.42
H -1.58 -0.40 0.42
H 0.69 4.57 -9.11
H -5.26 -2.40 -8.45
H 6.97 6.04 -0.54
H 2.77 8.68 -0.85
H -5.89 4.41 1.36
H 0.75 -10.46 2.83
C -0.64 3.05 11.90
H 1.05 -4.50 -10.70
H -5.46 0.71 -5.42
C 6.18 6.74 -0.83
H 3.49 7.33 -1.55
H 1.34 4.83 13.72
O -0.55 -0.14 3.36
H 0.77 1.39 11.62
H 3.78 -3.79 -11.62
H 0.26 -4.84 -6.19
H -5.75 7.89 2.48
H -0.58 -2.49 1.31
H -4.52 -1.30 -9.48
C -0.50 -0.47 0.51
C 3.18 7.71 -0.58
C 0.31 2.19 11.04
O 1.49 -8.85 0.76
N -0.19 4.00 12.69
C -0.36 -2.42 3.95
N -7.09 -0.48 10.14
O -1.79 2.76 11.81
H -8.37 0.11 11.64
C -5.36 -1.37 -8.80
C 1.89 -4.87 -10.11
H 2.48 -4.32 -12.72
H -6.25 8.99 -0.30
H -7.00 -0.87 12.18
H 1.43 5.13 12.03
C 3.25 -4.65 -12.03
H 6.54 7.75 -1.00
H -1.13 -2.35 4.71
C 3.69 -9.65 0.02
N 8.65 -3.44 3.23
H 0.05 -11.38 1.39
N 2.11 -10.96 1.26
O -6.30 6.36 -0.17
C -0.79 4.81 -6.96
C -6.42 0.89 -5.90
N -0.40 -1.54 1.60
O -7.25 0.54 -8.14
C -6.36 0.34 -7.37
H -6.55 1.97 -5.95
H 9.72 -5.08 3.91
C 7.37 -3.69 3.56
C 6.30 -3.00 2.73
H 6.72 -2.81 1.74
O -0.46 2.45 -7.16
C -7.74 -0.74 11.39
H 3.94 -5.21 -12.66
C 0.91 -11.20 2.05
H -4.52 -0.31 -7.19
H -0.08 -0.74 -0.47
H 2.40 7.02 -0.26
H -1.72 4.45 -6.52
H -6.44 -1.38 7.09
C 0.85 -4.52 -7.05
C 2.34 -9.75 0.70
H 3.67 -9.61 -1.07
H 1.21 1.71 -9.17
H -6.21 -1.36 -9.48
N -6.06 7.81 1.52
H 4.85 5.92 0.80
H -0.15 0.55 0.69
H -0.55 -3.41 3.54
N -5.39 -0.52 -7.65
O 5.56 6.24 -2.09
H -6.23 5.39 2.81
C -6.64 -0.55 7.76
C 5.50 4.80 -2.06
H 2.79 -11.64 0.98
H -8.28 -1.68 11.48
H -5.78 9.80 1.20
H -5.69 -0.18 8.14
H 8.79 -2.60 2.70
O 2.73 -5.57 -11.01
H 1.35 2.79 -10.47
H 0.89 2.89 10.44
C 5.22 6.87 0.42
H 0.64 -2.56 4.37
C 0.65 2.51 -9.68
H 5.51 -3.71 2.52
H -0.22 2.13 -10.21
C -0.27 3.56 -7.69
H -0.32 1.66 10.32
H -7.45 9.24 1.06
C -6.41 9.03 0.78
H 9.59 -3.87 5.12
C -7.64 -0.78 8.96
O 6.98 -4.42 4.45
C -5.66 5.34 1.89
H -7.29 0.56 -5.34
H 4.38 -10.42 0.34
H -6.21 0.01 10.18
H 1.16 -12.14 2.55
C 1.32 -5.91 -9.10
O -8.75 -1.25 8.79
O 0.40 -5.47 -8.08
N 0.32 3.66 -8.85
H 4.93 4.59 -1.15
H -0.14 4.80 -6.08
H -0.93 4.56 13.09
C -0.50 -1.26 2.94
H 6.46 4.29 -2.05
H 4.83 4.54 -2.87
H 4.06 -8.69 0.39
H -4.59 5.34 2.10
H 2.39 -4.12 -9.49
H 10.74 -3.72 3.78
H 2.15 -6.53 -8.75
```

DFT (the ωB97M-V functional and the def2-TZVPD basis) results for C6H11NO as an isolated structure in a non-equilibrium geometry.

## Properties
- energy relative to the best compared isomer or geometry (same formula, charge and spin) (eV) = 3.624
- frontier orbital gap (eV) = 9.7
- LUMO level (eV) = 0.994

The geometry in XYZ format:
```
19
C6H11NO, DFT the ωB97M-V functional and the def2-TZVPD basis
O -1.03 0.68 -0.36
H 0.01 0.29 2.61
C -0.67 -1.42 0.55
H 1.72 1.66 -2.06
H -0.46 2.73 -0.61
H -0.68 1.89 -2.12
H -1.72 -1.48 0.42
C -0.19 0.05 0.50
H -0.57 -1.97 1.50
C -0.05 -2.25 -0.56
N 1.44 0.29 -0.58
H 0.17 -3.20 -0.18
C 1.11 1.21 -1.34
H 0.85 -1.62 -0.83
C 0.22 0.83 1.72
H 1.24 0.97 1.80
H -0.84 -2.25 -1.35
C -0.33 1.76 -1.09
H -0.23 1.83 1.97
```

DFT (the ωB97M-V functional and the def2-TZVPD basis) results for C53H71I2N11O3 as an isolated structure in a non-equilibrium geometry.

## Properties
- energy relative to the best compared isomer or geometry (same formula, charge and spin) (eV) = 2.186
- frontier orbital gap (eV) = 7.4
- LUMO level (eV) = -0.852

The geometry in XYZ format:
```
140
C53H71I2N11O3, DFT the ωB97M-V functional and the def2-TZVPD basis
H -1.79 9.14 0.26
C -5.78 -2.39 1.32
C -6.11 -4.13 6.04
H 0.17 5.41 3.16
C -0.25 0.14 0.79
C 3.67 8.84 4.87
H 4.20 9.29 5.69
N 0.80 5.07 -0.02
C -5.02 2.28 -8.12
H 0.95 -0.28 2.72
H 4.23 -1.90 -1.87
H -6.85 -3.77 5.35
C 5.51 0.54 -5.76
H -1.17 1.96 1.73
H -6.89 -0.05 -4.33
H -4.64 -5.40 8.70
H 1.23 -1.43 1.30
H 3.89 2.15 5.57
H -0.53 -7.14 -2.15
H 3.64 10.44 3.30
C 3.15 7.57 4.84
O 0.13 -4.14 1.81
C 4.71 1.70 -5.61
H 7.43 -10.59 -1.80
H -1.82 -5.86 -2.27
H -2.86 -3.57 1.80
H 2.29 8.57 1.87
H -6.94 -1.86 -2.31
C -4.04 -4.59 6.76
C 6.60 -2.22 0.33
H -0.56 7.53 1.63
H 6.09 -7.30 -4.29
C -4.58 9.70 1.71
H 4.27 -0.12 4.12
C 6.43 -1.50 -1.79
C -1.52 0.95 1.34
C 4.89 -0.47 -5.06
H 6.43 0.45 -6.31
H -5.33 9.58 2.47
H -5.18 -0.81 -7.14
N 6.14 -7.62 -2.18
H -0.55 -0.46 -0.14
O 2.34 -3.70 1.15
H 3.47 4.13 3.77
C 3.66 3.08 3.61
C -0.57 -1.89 2.53
C 5.19 -1.89 -1.37
H 1.14 4.59 -0.83
H 3.15 6.79 5.58
C -4.92 -4.97 7.76
C 3.96 1.22 2.41
C -6.04 -3.72 1.74
C 7.03 -9.65 -2.15
H -3.03 -0.39 -2.70
C 1.30 -5.87 -0.62
H -2.16 0.38 2.08
C 0.84 4.57 1.26
N 2.55 7.38 3.62
C 3.63 1.36 -4.83
H 5.16 -1.51 -4.92
H -2.93 8.32 2.33
C -4.77 0.10 -3.82
C -6.22 -4.67 7.30
H 4.54 -2.69 0.49
H 1.29 -3.03 3.30
H -4.58 -5.32 2.29
C -0.70 -6.02 -2.33
C -3.37 9.04 1.67
C 2.69 8.52 2.87
C -0.10 6.62 1.29
H 7.17 -9.79 -4.38
H -7.12 2.87 -8.37
H -4.32 0.82 -4.48
N -4.45 1.11 -7.72
H 3.11 -0.48 -3.92
H -7.01 -4.19 1.86
H 5.75 -6.74 -1.87
H -7.61 0.32 -7.57
H 1.26 3.60 1.46
H -3.81 -1.37 1.05
I 0.17 -3.12 -1.85
C 6.35 -7.97 -3.48
C -6.09 -1.31 -2.66
H 4.05 0.62 1.52
H 6.90 -2.51 1.33
C 4.07 0.87 3.74
C 1.38 -4.46 1.28
H 3.58 3.09 1.50
H 0.54 0.90 0.48
I 3.02 -5.22 -1.82
H 2.80 1.95 -4.48
H 8.39 -1.50 -0.70
H -0.23 -5.65 -3.29
C 0.43 -0.83 1.86
H -3.11 10.84 -1.03
H -0.38 -3.69 3.80
N 3.71 2.56 2.35
C -4.42 -2.22 1.31
H -2.97 -4.64 6.71
C -4.81 -1.40 -2.16
C 3.38 9.44 3.62
H -2.16 1.20 0.42
H -5.45 11.21 0.30
N -4.78 -4.07 5.73
N -2.70 9.46 0.55
H -6.52 -1.64 1.06
H -7.15 -4.84 7.83
C 0.24 6.32 0.00
H -1.36 -2.11 1.74
H -4.41 -2.00 -1.36
C -4.64 10.55 0.58
C -4.83 -4.32 1.97
N 5.30 -2.33 -0.08
C -6.06 -0.36 -3.71
C -6.65 0.79 -7.69
C -0.06 -5.16 -1.11
H -4.39 -3.71 4.87
H 6.49 -8.54 -0.28
H -1.12 -1.50 3.44
C -3.47 10.38 -0.12
H 4.90 2.68 -6.03
O 1.53 -5.80 0.80
H -4.41 3.14 -8.38
C 0.29 5.51 2.09
C 6.56 -8.63 -1.36
H -0.84 -5.15 -0.29
N -3.85 -3.40 1.71
C 0.23 -3.23 2.95
H 2.08 6.54 3.33
C 6.90 -9.23 -3.50
C -6.39 2.12 -8.11
H -3.46 0.94 -7.64
N -4.02 -0.54 -2.86
H 6.67 -1.10 -2.77
H 0.13 6.88 -0.92
C 7.33 -1.70 -0.71
N 3.75 0.04 -4.49
C 3.88 2.06 4.50
H 1.17 -6.98 -0.87
C -5.43 0.19 -7.47
```

DFT (the ωB97M-V functional and the def2-TZVPD basis) results for an isolated ion of composition C3H8NO2 and charge -1 in a non-equilibrium geometry.

## Properties
- SMILES string = N[C@@H](C[O-])CO
- charge = -1
- energy relative to the best compared isomer or geometry (same formula, charge and spin) (eV) = 4.041
- frontier orbital gap (eV) = 6.2
- LUMO level (eV) = 3.888

The geometry in XYZ format:
```
14
C3H8NO2, DFT the ωB97M-V functional and the def2-TZVPD basis
C -0.65 0.90 1.07
H 0.70 1.45 -0.98
H -1.83 0.97 1.47
O 1.19 -0.33 -1.87
C -0.47 -0.15 0.00
N -0.42 -1.56 0.48
O -0.03 2.09 0.91
H -0.22 -1.78 1.38
H -0.06 -2.22 -0.18
H -1.37 -0.06 -0.65
H 1.72 0.05 -0.18
H -0.25 0.34 1.90
C 0.85 0.36 -0.68
H 0.85 -0.05 -2.67
```

DFT (the ωB97M-V functional and the def2-TZVPD basis) results for a 13-piece molecular cluster, H26O13 overall in a non-equilibrium geometry.

## Properties
- energy relative to the best compared isomer or geometry (same formula, charge and spin) (eV) = 5.671
- frontier orbital gap (eV) = 9.0
- LUMO level (eV) = -0.092

The geometry in XYZ format:
```
39
H26O13, DFT the ωB97M-V functional and the def2-TZVPD basis
H 0.17 5.03 -0.01
O 0.73 0.20 1.34
H -2.05 -2.44 -0.79
H -0.08 0.52 1.77
H 0.78 -2.20 -0.89
H -1.10 -1.36 -1.26
H -2.86 1.46 0.11
H 0.64 1.07 -3.33
O 3.14 0.75 0.94
H 2.37 0.29 0.59
H -3.24 -2.66 0.26
H -3.76 0.84 -1.15
H -0.64 -2.16 3.91
H 4.60 -1.50 1.70
O -1.14 -2.39 3.12
O 0.51 2.64 1.29
O -3.15 2.38 0.13
H 0.01 0.55 -2.05
O -3.69 0.20 -0.44
H 0.89 3.19 0.60
O 2.75 -1.08 -2.72
O -1.92 -1.80 -1.49
H -0.47 -2.73 2.52
O 1.62 -2.24 -0.42
O 0.67 1.17 -2.37
H -3.79 -2.42 -1.13
H 4.53 -1.79 0.21
H 1.88 -3.17 -0.48
H 3.43 -1.70 -3.00
H -1.08 4.18 0.00
O -0.17 4.19 -0.32
H 1.04 2.85 2.07
O 4.53 -1.06 0.84
H 2.79 1.23 1.70
H -4.43 0.40 0.14
H -3.13 2.61 1.07
H 0.44 -0.08 0.47
O -4.04 -2.75 -0.26
H 3.22 -0.24 -2.66
```

DFT (the ωB97M-V functional and the def2-TZVPD basis) results for an isolated ion of composition C5H11N2 and charge +1 in a non-equilibrium geometry.

## Properties
- SMILES string = [H]/N=C1/[C@@H]([NH3+])C1(C)C
- charge = +1
- energy relative to the best compared isomer or geometry (same formula, charge and spin) (eV) = 3.221
- frontier orbital gap (eV) = 9.6
- LUMO level (eV) = -4.042

The geometry in XYZ format:
```
18
C5H11N2, DFT the ωB97M-V functional and the def2-TZVPD basis
C 0.44 0.32 -0.11
C 1.75 0.92 0.31
H 1.68 1.58 1.16
C -0.54 0.13 0.97
C -0.89 1.11 -0.10
H 1.05 -1.71 -0.89
H 1.09 -0.40 -2.15
N -1.32 -1.31 0.92
H -2.12 -1.32 0.31
H 2.36 1.40 -0.56
C 0.56 -0.73 -1.27
N -1.79 1.83 -0.60
H -0.47 -1.96 0.59
H -1.48 2.21 -1.48
H -0.40 0.38 2.03
H -1.90 -1.54 1.80
H -0.41 -0.97 -1.51
H 2.39 0.06 0.58
```

Which value of energy relative to the best compared isomer or geometry (same formula, charge and spin) does entry 5 give? 3.624 eV